Entry 1:
DFT (ωB97M-V/def2-TZVPD) results for a single C4H8N4 molecule.

The spin multiplicity is 1. As for the SMILES: C1=C\NNCC/N=N/1. Its LUMO energy is 0.78 eV. The calculation puts the frontier orbital gap at 8.8 eV.

Each line ends with the natural charge from an NBO analysis.
Positions of all 16 atoms, in Å:
C1 -0.1728 -1.4789 0.4279  -0.226
C2 1.1393 -1.0683 1.0863  -0.323
C3 0.3596 2.0046 -0.0666  -0.177
C4 -0.3089 1.6499 -1.1537  -0.002
H1 -0.0169 -2.1639 -0.4734  0.195
H2 -0.7362 -2.1989 1.2377  0.209
H3 0.7753 -1.0522 2.0797  0.221
H4 2.0044 -1.7822 0.7008  0.208
H5 0.5016 2.9995 0.1725  0.205
H6 -0.5077 2.1443 -2.0360  0.206
H7 -1.3866 0.0064 -2.2416  0.365
H8 -1.9032 -0.1224 0.4990  0.352
N1 1.4443 0.2341 0.3044  -0.116
N2 0.6738 0.9888 0.9216  -0.176
N3 -0.7698 0.3179 -1.2599  -0.453
N4 -1.0960 -0.4788 -0.1986  -0.487

***

Entry 2:
DFT (ωB97M-V/def2-TZVPD) results for 2 unconnected molecules or ions with the total composition C4H8N4O.

The spin multiplicity is 1. As for the SMILES: C/N=C(\N)C(C)=O.N#N. Its LUMO energy is 0.64 eV. The calculation puts the frontier orbital gap at 10.1 eV.

Each line ends with the natural charge from an NBO analysis.
Positions of all 17 atoms, in Å:
C1 -1.3287 0.2123 1.9053  -0.452
C2 -0.0973 -1.4585 -1.7682  -0.726
C3 -0.1784 0.4847 -0.1254  0.316
C4 0.3925 -0.0984 -1.3859  0.554
N1 0.0232 1.8263 -0.0200  -0.821
N2 2.4721 -0.2812 1.0562  -0.005
N3 2.8579 -1.1178 0.4566  0.010
N4 -0.7853 -0.2933 0.6770  -0.472
O1 1.1962 0.5367 -2.0278  -0.544
H1 0.6358 2.2294 -0.7114  0.417
H2 -0.0511 2.2909 0.8693  0.396
H3 -1.9521 -0.5766 2.3385  0.210
H4 -0.5222 0.4556 2.6174  0.193
H5 -1.9440 1.1163 1.7542  0.183
H6 -0.4100 -2.0080 -0.8818  0.261
H7 0.6669 -1.9926 -2.3396  0.235
H8 -0.9754 -1.3257 -2.4144  0.244

***

Entry 3:
DFT (ωB97M-V/def2-TZVPD) results for a molecular structure, C4H8N4O.

The spin multiplicity is 1. Its LUMO energy is 0.05 eV. The calculation puts the frontier orbital gap at 8.5 eV.

Each line ends with the natural charge from an NBO analysis.
Positions of all 17 atoms, in Å:
C1 1.6151 0.8259 -0.1428  0.303
C2 0.5066 -1.2728 0.3969  -0.295
C3 -1.0640 -1.7138 -0.1205  -0.143
C4 -0.7181 1.3113 0.0978  0.517
H1 3.4885 0.2463 -0.3876  0.345
H2 1.7850 2.0226 -0.2676  0.210
H3 0.9580 -1.5800 1.6455  0.257
H4 1.4612 -1.9918 -0.3453  0.315
H5 -0.9645 -2.8387 -0.6983  0.233
H6 -1.8740 -2.1596 0.8755  0.195
H7 -2.9342 1.1556 0.4686  0.415
H8 -1.3857 3.0729 -0.5045  0.357
N1 2.5899 -0.0786 -0.3629  -0.778
N2 0.3576 0.4109 0.0885  -0.488
N3 -1.7554 0.5832 0.1995  -0.353
N4 -0.4838 2.5227 -0.0488  -0.707
O1 -1.5822 -0.5163 -0.8939  -0.384

***

Entry 4:
DFT (ωB97M-V/def2-TZVPD) results for 3 unconnected molecules or ions with the total composition C4H8N4O.

The spin multiplicity is 1. Its LUMO energy is -0.35 eV. The calculation puts the frontier orbital gap at 8.8 eV.

Each line ends with the natural charge from an NBO analysis.
Positions of all 17 atoms, in Å:
C1 -1.3646 0.1484 0.9013  0.612
C2 -1.2319 1.0551 -0.3162  -0.263
C3 0.0270 1.3657 -0.6699  -0.262
C4 1.1918 0.7336 -0.1021  0.019
H1 -1.6678 -0.6734 -1.4649  0.328
H2 -0.3335 -1.0980 -0.9398  0.378
H3 -2.0330 -1.7266 1.0092  0.391
H4 -2.2401 1.5678 -0.6137  0.256
H5 0.1807 2.1199 -1.4336  0.220
H6 2.2010 1.3065 -0.0514  0.199
H7 2.8864 -1.6125 -0.3213  0.318
H8 2.9961 0.3138 1.3752  0.333
N1 -1.3218 -1.5486 -0.8332  -0.609
N2 -1.6509 -1.0585 0.4716  -0.461
N3 1.1678 -0.5992 0.0331  -0.273
N4 2.3526 -0.8231 0.8919  -0.583
O1 -1.1597 0.5292 2.0639  -0.603

***

Entry 5:
DFT (ωB97M-V/def2-TZVPD) results for a single C4H8N4O2 molecule.

The spin multiplicity is 1. As for the SMILES: O=NN1CCN(N=O)CC1. Its LUMO energy is 0.71 eV. The calculation puts the frontier orbital gap at 10.2 eV.

Each line ends with the natural charge from an NBO analysis.
Positions of all 18 atoms, in Å:
C1 -0.0738 1.2205 0.5890  -0.280
C2 -1.2779 0.4295 0.1996  -0.271
C3 0.1892 -1.3448 -0.7348  -0.235
C4 1.4206 -0.5777 -0.2208  -0.232
H1 -0.2190 2.2945 0.4662  0.263
H2 0.1391 1.0104 1.6459  0.205
H3 -1.5976 0.7721 -0.7667  0.208
H4 -2.0527 0.5377 0.9629  0.257
H5 -0.0084 -1.0953 -1.7796  0.207
H6 0.3302 -2.4214 -0.5909  0.242
H7 1.7186 -0.9523 0.7797  0.211
H8 2.2071 -0.6983 -0.9550  0.238
N1 1.6976 1.7165 -0.9552  0.237
N2 1.0855 0.8500 -0.1495  -0.230
N3 -0.9553 -0.9968 0.0619  -0.224
N4 -1.4961 -1.9537 0.8073  0.231
O1 1.3065 2.8811 -0.9494  -0.412
O2 -2.4138 -1.6720 1.5893  -0.415

***

Entry 6:
DFT (ωB97M-V/def2-TZVPD) results for 2 unconnected molecules or ions with the total composition C4H8N4OS.

The spin multiplicity is 1. Its LUMO energy (spin up / spin down) is -2.02 / -2.02 eV. The calculation puts the frontier orbital gap (spin up / spin down) at 4.4 / 4.4 eV.

Each line ends with the natural charge from an NBO analysis.
Positions of all 18 atoms, in Å:
C1 -0.8100 -0.4865 -3.7292  0.207
C2 0.9013 -0.2687 -2.5156  0.266
C3 -1.1479 0.8946 1.9495  -0.273
C4 -0.2295 -0.6549 -0.4116  0.385
N1 0.5264 -0.1473 -3.7492  -0.427
N2 -1.2764 -0.6956 -2.5316  -0.309
N3 -0.1751 -0.6294 -1.7430  -0.240
N4 -1.3321 -0.8809 0.2567  -0.185
O1 -1.3021 -0.5439 1.5374  -0.362
S1 3.1180 0.4161 0.4658  -1.039
H1 -1.4380 -0.6485 -4.5969  0.224
H2 1.8816 -0.2734 -2.1374  0.268
H3 -1.4958 0.8202 3.0237  0.224
H4 -1.8111 1.4704 1.2730  0.190
H5 -0.1164 1.1808 2.0023  0.233
H6 0.6401 -0.4542 0.1148  0.296
H7 -2.2895 -0.7039 -0.3069  0.423
H8 3.3195 0.6535 1.7676  0.119

***

Entry 7:
DFT (ωB97M-V/def2-TZVPD) results for a gas-phase ion, C4H8NO (charge -1).

The spin multiplicity is 1. As for the SMILES: CC1(N[O-])CC1. Its LUMO energy is 4.23 eV. The total charge is -1. The calculation puts the frontier orbital gap at 5.5 eV.

Each line ends with the natural charge from an NBO analysis.
Positions of all 14 atoms, in Å:
C1 -1.0480 0.7267 0.5748  -0.432
C2 -0.8402 0.8469 -0.9368  -0.463
C3 0.1102 0.0290 0.0372  0.115
C4 0.1034 -1.4832 -0.1474  -0.717
N1 1.3846 0.6795 0.3713  -0.379
O1 2.4948 -0.0466 -0.0933  -0.844
H1 -0.8153 1.5954 1.0519  0.199
H2 -1.9313 0.3407 1.0836  0.187
H3 -1.3642 0.2400 -1.6175  0.176
H4 -0.4269 1.6084 -1.5132  0.207
H5 1.2849 -1.5314 -0.4390  0.305
H6 -0.7425 -1.7960 -0.6369  0.187
H7 0.1526 -1.9870 0.8249  0.176
H8 1.6379 0.7774 1.4403  0.283

***

Entry 8:
DFT (ωB97M-V/def2-TZVPD) results for 2 unconnected molecules or ions with the total composition C4H8NO.

The spin multiplicity is 1. Its LUMO energy is 3.86 eV. The total charge is -1. The calculation puts the frontier orbital gap at 6.0 eV.

Each line ends with the natural charge from an NBO analysis.
Positions of all 14 atoms, in Å:
C1 -2.2829 0.0723 1.2668  -0.197
O1 -1.1078 0.5058 0.7373  -0.963
H1 -2.1977 -0.2841 2.3190  0.082
H2 -3.0744 0.8569 1.2739  0.085
H3 -2.7193 -0.7889 0.6803  0.066
C2 0.4363 -0.5505 -0.8647  0.058
C3 0.7963 0.2464 -1.9095  -0.547
C4 2.2321 -0.0403 0.4888  0.055
N1 1.3652 -0.9218 0.1328  -0.486
H4 -0.5842 -0.8850 -0.7646  0.238
H5 1.8210 0.5386 -2.1485  0.159
H6 0.0412 0.6710 -2.5620  0.186
H7 2.2388 0.2674 1.5391  0.154
H8 3.0354 0.3121 -0.1888  0.109